The following is a quantum chemistry calculation of a single C16H27NO3 molecule, from the OMol25 dataset.

```
! RIJCOSX wB97M-V def2-TZVPD def2/J DEFGRID3
* xyz 0 1
C -1.364 1.366 4.303
C -1.434 1.689 2.815
C -1.255 0.436 1.961
H -2.055 -0.272 2.185
H -0.310 -0.047 2.218
C -1.258 0.777 0.465
N -0.941 -0.365 -0.364
C 0.283 -0.699 -0.845
O 0.475 -1.769 -1.396
C 1.427 0.307 -0.704
H 1.053 1.332 -0.753
C 2.380 0.104 -1.901
C 3.261 -1.082 -1.687
C 3.893 -1.185 -0.529
C 3.660 -0.116 0.491
C 2.134 0.098 0.649
C 1.941 1.276 1.573
O 1.620 2.388 1.246
O 2.202 0.956 2.847
H 2.107 1.735 3.418
H 1.744 -0.795 1.146
H 4.089 -0.377 1.458
H 4.110 0.825 0.155
H 4.539 -2.011 -0.280
H 3.348 -1.818 -2.469
H 3.000 1.001 -1.997
H 1.791 -0.004 -2.811
C -2.037 -1.290 -0.607
C -3.030 -0.775 -1.655
C -2.388 -0.442 -3.002
C -1.822 -1.664 -3.715
H -0.982 -2.076 -3.164
H -1.475 -1.391 -4.708
H -2.586 -2.433 -3.818
H -3.147 0.026 -3.635
H -1.590 0.288 -2.849
H -3.533 0.117 -1.275
H -3.791 -1.545 -1.796
H -2.566 -1.476 0.332
H -1.593 -2.227 -0.948
H -0.552 1.587 0.289
H -2.250 1.139 0.182
H -0.658 2.412 2.557
H -2.399 2.148 2.587
H -2.163 0.683 4.584
H -1.464 2.272 4.897
H -0.415 0.894 4.548
*
```

Results
Energy above the lowest of the compared OMol25 structures with the same formula, charge and spin, kJ/mol: 75.8
Calculated total energy, Ha: -906.37465
Frontier orbital gap, Eh: 0.3545
SMILES: CCCCN(CCCC)C(=O)[C@@H]1CC=CC[C@H]1C(=O)O
E_HOMO, Eh: -0.330

Atom charges from the Mulliken analysis, given in e for atoms 1 to 2: number 1, C, carries -1.3931; number 2, C, carries -0.4875

=====

The following is a quantum chemistry calculation of a 5-piece molecular cluster, C4H23B2O5 overall, from the OMol25 dataset.

```
! RIJCOSX wB97M-V def2-TZVPD def2/J DEFGRID3
* xyz -1 1
O 0.869 0.114 2.545
H 1.386 -0.689 2.644
H -0.059 -0.106 2.431
H 1.123 0.775 1.898
B 2.167 1.760 -0.384
H 1.121 1.642 -0.624
H 2.495 0.748 -0.206
H 2.715 2.215 -1.194
H 2.270 2.217 0.588
B 2.659 -2.923 3.250
H 1.913 -2.696 3.995
H 2.753 -3.996 3.180
H 2.323 -2.601 2.277
H 3.622 -2.508 3.505
C 0.501 0.206 -4.511
C 0.325 -1.166 -4.052
O 0.210 -1.231 -2.596
O 1.726 0.786 -4.135
H -0.322 0.879 -4.270
H 0.535 0.274 -5.598
H 1.079 -1.823 -4.487
H -0.671 -1.408 -4.422
H 0.711 -0.473 -2.287
H 1.633 0.948 -3.193
C -3.255 0.330 0.896
C -3.502 1.566 1.669
O -2.436 2.081 2.362
O -2.654 -0.652 1.727
H -2.679 0.642 0.024
H -4.168 -0.069 0.454
H -4.038 1.381 2.600
H -4.087 2.251 1.055
H -2.833 2.716 2.963
H -3.430 -1.192 1.896
*
```

Results
Energy above the lowest of the compared OMol25 structures with the same formula, charge and spin, kJ/mol: 462.3
Calculated total energy, Ha: -591.79294
Frontier orbital gap, Eh: 0.2811
E_HOMO, Eh: -0.205

Atom charges from the Mulliken analysis, given in e for atoms 1 to 2: number 1, O, carries -0.3218; number 2, H, carries 0.3009

=====

The following is a quantum chemistry calculation of a single C2H4OS2 molecule, from the OMol25 dataset.

```
! RIJCOSX wB97M-V def2-TZVPD def2/J DEFGRID3
* xyz 0 3
C -3.028 0.182 0.435
C 0.609 0.035 -0.210
O -3.890 0.907 0.059
S -2.234 -1.181 -0.618
S -0.508 -1.321 0.455
H -2.558 0.508 1.419
H 1.395 0.163 0.535
H 0.111 0.996 -0.220
H 1.157 -0.321 -1.117
*
```

Results
Energy above the lowest of the compared OMol25 structures with the same formula, charge and spin, kJ/mol: 135.4
Calculated total energy, Ha: -950.05336
Frontier orbital gap (alpha / beta), Eh: 0.2421 / 0.2443
E_HOMO (alpha / beta), Eh: -0.222 / -0.354

Atom charges from the Mulliken analysis, given in e for atoms 1 to 2: number 1, C, carries -0.1431; number 2, C, carries -0.7445

=====

The following is a quantum chemistry calculation of an isolated ion of composition C4H10N2O and charge -1, from the OMol25 dataset.

```
! RIJCOSX wB97M-V def2-TZVPD def2/J DEFGRID3
* xyz -1 2
C 1.151 -0.692 1.333
N 0.816 -0.106 0.107
C 1.965 -0.110 -0.841
C -0.433 -0.531 -0.507
C -1.643 0.079 0.214
N -1.654 1.546 0.076
O 2.168 -1.390 1.587
H 0.705 -0.163 2.210
H 1.889 0.875 -1.327
H 2.870 -0.191 -0.254
H 1.819 -0.826 -1.653
H -0.643 -1.605 -0.597
H -0.344 -0.158 -1.540
H -1.671 -0.126 1.287
H -2.595 -0.370 -0.101
H -2.108 1.850 -0.771
H -2.293 1.919 0.778
*
```

Results
Energy above the lowest of the compared OMol25 structures with the same formula, charge and spin, kJ/mol: 120.3
Calculated total energy, Ha: -343.07678
Frontier orbital gap (alpha / beta), Eh: 0.1216 / 0.3101
E_HOMO (alpha / beta), Eh: 0.036 / -0.158

Atom charges from the Mulliken analysis, given in e for atoms 1 to 2: number 1, C, carries -0.6770; number 2, N, carries 0.6028

=====

The following is a quantum chemistry calculation of C2H2AuO3 as an isolated structure, from the OMol25 dataset.

```
! RIJCOSX wB97M-V def2-TZVPD def2/J DEFGRID3
* xyz 1 3
O 0.802 -0.958 0.739
C -0.472 -0.923 0.208
Au 1.558 0.452 0.010
H -0.804 -1.818 -0.347
O 0.062 1.265 -0.573
C -0.840 0.323 -0.528
O -2.035 0.598 -0.113
H -1.701 -0.655 0.790
*
```

Results
Energy above the lowest of the compared OMol25 structures with the same formula, charge and spin, kJ/mol: 368.1
Calculated total energy, Ha: -438.18737
Frontier orbital gap (alpha / beta), Eh: 0.3331 / 0.2953
E_HOMO (alpha / beta), Eh: -0.568 / -0.606

Atom charges from the Mulliken analysis, given in e for atoms 1 to 2: number 1, O, carries -0.4569; number 2, C, carries -0.1450

=====

The following is a quantum chemistry calculation of ClCsH20O14 as an isolated structure, from the OMol25 dataset.

```
! RIJCOSX wB97M-V def2-TZVPD def2/J DEFGRID3
* xyz 0 1
Cs 33.226 -15.440 2.737
Cl 32.076 -14.249 6.064
O 32.796 -13.560 4.981
O 30.633 -13.959 5.966
O 32.248 -15.745 5.932
O 32.617 -13.764 7.369
O 30.727 -11.204 7.277
H 31.514 -11.337 7.778
H 30.950 -11.299 6.372
O 28.103 -15.398 6.161
H 27.341 -15.421 6.726
H 27.729 -15.044 5.400
O 33.093 -11.256 8.957
H 33.321 -12.088 8.471
H 33.220 -10.610 8.295
O 29.980 -11.876 4.645
H 30.379 -12.556 5.130
H 30.348 -11.966 3.758
O 27.599 -12.342 6.146
H 27.918 -13.116 6.599
H 28.288 -12.155 5.627
O 30.112 -14.861 3.436
H 30.478 -14.256 2.795
H 30.137 -14.328 4.267
O 30.016 -17.168 6.066
H 29.390 -16.393 5.933
H 30.768 -16.678 6.345
O 31.737 -15.462 9.469
H 30.929 -15.857 9.118
H 32.132 -14.953 8.776
O 32.600 -10.605 4.817
H 33.022 -11.391 4.476
H 32.030 -10.295 4.101
O 29.359 -13.393 8.639
H 29.670 -12.947 7.878
H 30.054 -13.361 9.294
*
```

Results
Energy above the lowest of the compared OMol25 structures with the same formula, charge and spin, kJ/mol: 37.2
Calculated total energy, Ha: -1545.40909
Frontier orbital gap, Eh: 0.3054
E_HOMO, Eh: -0.363

Atom charges from the Mulliken analysis, given in e for atoms 1 to 2: number 1, Cs, carries 1.0534; number 2, Cl, carries 1.6007

=====

The following is a quantum chemistry calculation of C14H17BBrF5InNO6 as an isolated structure, from the OMol25 dataset.

```
! RIJCOSX wB97M-V def2-TZVPD def2/J DEFGRID3
* xyz 2 1
C 0.067 1.844 4.314
C 0.347 1.026 3.450
C 0.462 0.176 2.302
C -0.086 0.880 0.935
C 0.760 2.038 0.383
C 1.915 1.605 -0.540
C 2.892 0.578 0.042
C 3.885 0.182 -1.056
O 3.268 -0.681 -2.007
C 3.292 -2.026 -1.583
O -1.204 1.572 1.429
B -2.349 0.729 1.390
Br -2.707 0.551 3.382
N -3.536 1.153 0.538
C -4.318 -0.003 0.208
O -5.001 -0.622 0.940
F -4.173 -0.347 -1.066
C -4.268 2.199 1.127
O -3.744 3.137 1.631
F -5.576 2.076 1.062
O -1.868 -0.549 0.869
C -0.863 -0.099 -0.010
C -0.155 -1.151 -0.840
O -0.898 -1.247 -2.089
C -1.119 -2.464 -2.544
F -0.020 -3.075 -3.021
F -1.983 -2.307 -3.662
F -1.753 -3.277 -1.713
H 0.008 2.679 4.982
H 1.514 -0.101 2.178
H -0.120 -0.719 2.531
H 1.145 2.615 1.227
H 0.082 2.703 -0.151
H 2.489 2.511 -0.755
H 1.517 1.282 -1.504
H 2.337 -0.317 0.330
H 3.460 0.972 0.887
H 4.741 -0.355 -0.633
H 4.282 1.065 -1.555
H 4.304 -2.436 -1.600
H 2.913 -2.162 -0.558
H 2.637 -2.604 -2.233
H -1.325 0.560 -0.764
H 0.869 -0.881 -1.093
H -0.114 -2.093 -0.288
In -1.909 -4.343 -4.723
*
```

Results
Calculated total energy, Ha: -4337.47062
Frontier orbital gap, Eh: 0.1130
E_HOMO, Eh: -0.551

Atom charges from the Mulliken analysis, given in e for atoms 1 to 2: number 1, C, carries -0.0918; number 2, C, carries -0.7476

=====

The following is a quantum chemistry calculation of C32H25Cl2N6NaO4S as an isolated structure, from the OMol25 dataset.

```
! RIJCOSX wB97M-V def2-TZVPD def2/J DEFGRID3
* xyz -2 1
Na -0.608 -0.914 0.204
C 0.395 2.156 -1.336
O -0.101 2.885 -0.232
C -1.479 2.975 -0.179
C -2.157 3.883 -0.976
C -3.533 4.032 -0.871
C -4.236 3.270 0.050
C -3.575 2.363 0.848
C -2.186 2.175 0.744
N -1.511 1.187 1.410
N -2.080 0.799 2.500
C -1.596 -0.205 3.229
C -0.345 -0.896 2.986
O 0.389 -0.689 2.004
C 0.058 -1.849 4.006
C -0.727 -2.191 5.047
C -2.003 -1.585 5.246
C -2.860 -1.993 6.276
C -4.097 -1.417 6.444
C -4.498 -0.398 5.578
C -3.675 0.015 4.560
C -2.415 -0.572 4.350
H 0.205 2.683 -2.283
H -0.044 1.156 -1.393
H 1.464 2.040 -1.176
H -1.603 4.474 -1.694
H -4.053 4.723 -1.521
H -5.310 3.385 0.144
H -4.117 1.733 1.540
H 1.014 -2.334 3.847
H -0.409 -2.956 5.748
H -2.544 -2.797 6.928
H -4.763 -1.759 7.228
H -5.478 0.050 5.703
H -3.996 0.788 3.878
O -2.410 -1.454 -4.308
C -1.439 -1.220 -5.198
C -1.748 -1.112 -6.553
C -0.754 -0.919 -7.491
C 0.569 -0.802 -7.093
C 0.884 -0.870 -5.749
C -0.098 -1.083 -4.790
C 0.228 -1.128 -3.348
O -0.710 -1.252 -2.486
N 1.500 -1.108 -3.069
N 1.961 -0.840 -1.877
C 2.763 -1.606 -1.241
C 3.248 -1.158 0.036
C 3.926 -2.025 0.905
C 4.232 -1.585 2.175
C 3.886 -0.291 2.536
C 3.276 0.512 1.582
N 2.979 0.107 0.371
H -1.914 -1.431 -3.396
H -2.784 -1.193 -6.853
H -1.019 -0.851 -8.540
H 1.346 -0.645 -7.831
H 1.902 -0.763 -5.404
H 3.054 -2.606 -1.594
H 4.172 -3.028 0.583
H 4.718 -2.243 2.886
H 4.076 0.080 3.531
H 3.002 1.535 1.806
S -2.782 -4.845 2.391
C -2.234 -3.557 1.603
N -1.840 -2.628 1.020
Cl -2.700 1.824 -3.514
C -3.884 0.751 -2.768
Cl -3.250 0.007 -1.282
H -4.093 -0.035 -3.493
H -4.759 1.355 -2.526
*
```

Results
Energy above the lowest of the compared OMol25 structures with the same formula, charge and spin, kJ/mol: 151.0
Calculated total energy, Ha: -3344.89225
Frontier orbital gap, Eh: 0.2120
E_HOMO, Eh: -0.070

Atom charges from the Mulliken analysis, given in e for atoms 1 to 2: number 1, Na, carries 0.9712; number 2, C, carries -0.3170

=====

The following is a quantum chemistry calculation of a 6-piece molecular cluster, C33H58F15NO17P3SSi overall, from the OMol25 dataset.

```
! RIJCOSX wB97M-V def2-TZVPD def2/J DEFGRID3
* xyz 1 1
C -0.204 0.346 2.518
C 0.702 -0.117 1.366
C 0.280 -1.450 0.781
O -1.113 -1.546 0.478
C -1.448 -1.252 -0.846
C -2.764 -0.477 -0.806
N -2.518 0.719 0.046
C -1.756 1.710 -0.753
C -1.669 3.109 -0.188
C -2.996 3.755 0.212
O -2.729 4.801 1.118
Si -2.782 6.381 0.512
C -2.071 6.575 -1.227
C -4.527 7.101 0.512
C -1.723 7.425 1.655
C -2.252 1.414 -2.204
P -2.702 2.761 -3.383
P -0.728 3.368 -4.058
O 0.091 3.935 -2.976
O 0.032 2.067 -4.597
O -0.919 4.422 -5.219
C -3.211 0.177 -2.126
P -5.039 0.459 -2.054
O -5.588 0.514 -0.517
O -5.457 1.853 -2.755
S -5.872 -1.028 -2.948
H 0.410 0.723 3.320
H -0.778 -0.479 2.923
H -0.858 1.169 2.232
H 1.690 -0.268 1.785
H 0.810 0.681 0.635
H 0.533 -2.227 1.490
H 0.891 -1.648 -0.095
H -0.668 -0.707 -1.373
H -1.626 -2.159 -1.423
H -3.494 -1.150 -0.377
H -2.221 0.600 1.021
H -3.445 1.146 0.139
H -0.723 1.405 -0.807
H -1.104 3.034 0.737
H -1.098 3.763 -0.838
H -3.610 3.019 0.750
H -3.571 4.118 -0.641
H -2.784 7.102 -1.852
H -1.831 5.657 -1.756
H -1.175 7.181 -1.187
H -4.592 8.014 1.085
H -5.226 6.362 0.901
H -4.854 7.313 -0.499
H -0.778 6.903 1.776
H -1.563 8.422 1.268
H -2.172 7.449 2.642
H -1.383 0.992 -2.699
H -3.202 3.888 -2.709
H 0.655 1.853 -3.882
H -0.016 4.613 -5.537
H -3.056 -0.417 -3.012
H -5.413 1.383 -0.112
H -6.209 2.223 -2.258
C -1.837 -2.932 7.994
C -2.481 -1.675 7.452
O -1.524 -0.595 7.372
C -0.763 -0.565 6.295
O -0.794 -1.343 5.385
C 0.157 0.668 6.365
F 0.672 0.824 7.587
F -0.538 1.781 6.065
F 1.179 0.582 5.503
H -1.365 -2.733 8.956
H -2.584 -3.714 8.124
H -1.064 -3.300 7.320
H -3.261 -1.327 8.124
H -2.938 -1.846 6.479
C 0.494 -5.311 1.169
C 1.658 -5.092 2.111
O 1.229 -5.183 3.484
C 1.159 -6.407 3.995
O 1.412 -7.427 3.427
C 0.739 -6.327 5.471
F -0.262 -5.446 5.647
F 1.777 -5.928 6.226
F 0.330 -7.513 5.915
H -0.318 -4.618 1.396
H 0.812 -5.162 0.138
H 0.097 -6.321 1.267
H 2.057 -4.087 1.989
H 2.466 -5.788 1.915
C 5.154 -6.833 -2.701
C 5.922 -6.238 -1.541
O 5.559 -4.853 -1.335
C 4.477 -4.634 -0.618
O 3.757 -5.451 -0.119
C 4.254 -3.126 -0.445
F 4.435 -2.447 -1.586
F 5.097 -2.618 0.467
F 3.000 -2.882 -0.024
H 5.300 -6.234 -3.601
H 5.492 -7.849 -2.896
H 4.085 -6.858 -2.493
H 6.988 -6.234 -1.752
H 5.771 -6.807 -0.625
C -3.087 1.816 -6.680
C -4.297 0.959 -6.984
O -4.679 1.079 -8.363
C -4.016 0.302 -9.214
O -3.146 -0.467 -8.934
C -4.564 0.502 -10.636
F -4.762 1.802 -10.902
F -5.739 -0.136 -10.769
F -3.717 0.014 -11.541
H -3.270 2.855 -6.961
H -2.857 1.777 -5.610
H -2.215 1.476 -7.242
H -5.156 1.297 -6.406
H -4.123 -0.086 -6.729
C 7.211 -1.003 3.045
C 6.662 0.285 2.473
O 7.689 1.287 2.366
C 8.444 1.227 1.275
O 8.346 0.428 0.392
C 9.457 2.383 1.279
F 10.011 2.540 2.489
F 8.841 3.532 0.949
F 10.431 2.162 0.398
H 7.699 -0.821 4.002
H 6.407 -1.725 3.191
H 7.953 -1.443 2.380
H 5.909 0.703 3.138
H 6.191 0.124 1.504
*
```

Results
Calculated total energy, Ha: -5835.84500
Frontier orbital gap, Eh: 0.3223
E_HOMO, Eh: -0.438

Atom charges from the Mulliken analysis, given in e for atoms 1 to 2: number 1, C, carries -0.9712; number 2, C, carries -0.4785